# C4H7HgO3

A structure of composition C4H7HgO3 in a non-equilibrium geometry (ωB97M-V with the def2-TZVPD basis set, OMol25).

Output
**Relative energy (zero: lowest compared OMol25 entry of this formula, charge and spin)**: 8.61 kcal per mole
**Gap between HOMO and LUMO (spin up / spin down)**: 8.5 / 3.9 eV
**Total charge**: +1
**2S+1**: 3
**Calculated total energy**: -535.3475 a.u.
**HOMO (spin up / spin down)**: -12.64 / -12.66 eV
**F_max**: 1.57 eV Å⁻¹

Last column: Löwdin charge in e.
Geometry (Å):
H1 -2.1602 0.9455 -0.9927  0.10
Hg1 2.4150 -2.0003 -3.6401  1.04
O1 0.1599 -1.4096 -2.6764  -0.11
C1 -0.5453 -0.7090 -1.9991  -0.25
O2 -1.7358 -0.9915 -1.6098  0.00
C2 -2.4305 -0.0837 -0.7332  -0.01
H2 -2.0798 -0.2819 0.3167  0.12
H3 -3.4999 -0.2773 -0.8517  0.11
O3 1.0887 -1.0496 2.2280  0.04
C3 1.2755 -0.1045 1.4914  -0.34
C4 1.4987 1.2924 1.9606  -0.06
H4 1.3172 -0.2725 0.3603  0.10
H5 1.1978 1.4186 3.0067  0.09
H6 2.5628 1.5433 1.8290  0.09
H7 0.9360 1.9802 1.3104  0.08